A cluster of 8 separate species, C47H102N4O11P2 in total at a distorted geometry, computed with ωB97M-V/def2-TZVPD.

Results
Total charge: +2
Orbital gap: 9.6 eV
LUMO: -3.2811 eV
HOMO: -0.4741 Eh
M: 961.30 g/mol

Cartesian coordinates (Å):
C 1.369 -4.630 -5.324
C 0.283 -3.674 -4.950
C 0.809 -2.318 -4.286
C -0.356 -1.432 -3.971
P -0.108 0.365 -4.092
C -1.254 1.179 -2.914
C -2.243 2.197 -3.488
C -3.352 2.604 -2.486
C -2.778 3.395 -1.318
C 1.476 0.741 -3.547
C 1.669 2.256 -3.503
C 2.594 2.709 -4.639
C 3.938 3.118 -4.112
C -0.179 0.984 -5.822
C 0.810 0.041 -6.536
C 1.024 0.415 -7.962
C 2.063 -0.543 -8.580
H 2.233 -4.598 -4.692
H 1.669 -4.415 -6.386
H 0.831 -5.640 -5.336
H -0.483 -4.103 -4.314
H -0.294 -3.290 -5.813
H 1.582 -1.919 -4.994
H 1.378 -2.440 -3.325
H -0.647 -1.635 -2.957
H -1.296 -1.633 -4.466
H -0.719 1.586 -2.061
H -1.902 0.398 -2.491
H -2.693 1.975 -4.392
H -1.634 3.178 -3.671
H -3.892 1.674 -2.155
H -4.082 3.188 -3.103
H -2.024 2.792 -0.802
H -3.526 3.711 -0.522
H -2.338 4.361 -1.782
H 2.271 0.210 -4.113
H 1.451 0.397 -2.518
H 2.333 2.405 -2.633
H 0.708 2.837 -3.380
H 2.162 3.530 -5.159
H 2.759 1.867 -5.332
H 4.655 3.320 -4.916
H 4.346 2.272 -3.512
H 3.764 4.044 -3.537
H 0.221 1.980 -5.687
H -1.114 1.114 -6.272
H 0.551 -1.011 -6.459
H 1.787 -0.027 -6.037
H 1.397 1.429 -8.076
H 0.179 0.244 -8.569
H 1.744 -1.600 -8.668
H 3.003 -0.587 -7.956
H 2.358 -0.234 -9.586
C 3.307 4.908 0.409
C 2.049 5.101 1.259
C 0.967 3.998 1.142
C 1.449 2.583 1.472
P 1.757 2.138 3.195
C 3.436 2.585 3.619
C 4.554 2.082 2.685
C 5.888 2.595 3.165
C 7.168 2.202 2.331
C 0.758 2.965 4.524
C -0.628 2.372 4.904
C -1.008 2.613 6.374
C -0.666 1.421 7.283
C 1.719 0.307 3.238
C 2.046 -0.216 4.705
C 1.635 -1.628 4.945
C 1.642 -1.941 6.430
H 3.085 4.633 -0.607
H 3.840 4.134 0.917
H 3.868 5.905 0.458
H 1.454 6.026 1.023
H 2.343 5.198 2.304
H 0.691 3.922 0.132
H 0.031 4.269 1.633
H 2.424 2.431 1.035
H 0.743 1.874 1.147
H 3.580 2.252 4.700
H 3.470 3.701 3.628
H 4.342 2.433 1.653
H 4.530 0.979 2.597
H 5.936 2.240 4.204
H 5.985 3.655 3.152
H 7.108 1.225 1.815
H 8.071 2.135 2.907
H 7.277 2.959 1.555
H 0.647 4.007 4.214
H 1.436 2.950 5.354
H -0.727 1.292 4.727
H -1.334 2.925 4.219
H -2.024 2.902 6.419
H -0.505 3.506 6.769
H 0.391 1.162 7.187
H -1.227 0.515 7.011
H -0.931 1.711 8.320
H 2.512 0.070 2.481
H 0.800 -0.123 2.818
H 1.520 0.349 5.465
H 3.104 -0.011 4.932
H 2.244 -2.485 4.489
H 0.624 -1.841 4.621
H 2.603 -1.745 6.928
H 1.435 -2.993 6.706
H 0.935 -1.263 6.920
C -3.425 -1.949 3.953
C -3.309 -0.693 4.916
N -4.229 0.401 4.531
C -5.533 0.682 4.986
C -6.002 1.729 4.240
N -5.075 1.919 3.263
C -3.996 1.144 3.480
C -4.955 3.175 2.470
H -4.046 -2.722 4.401
H -2.429 -2.340 3.794
H -3.802 -1.643 3.000
H -2.296 -0.280 4.893
H -3.592 -1.010 5.901
H -5.912 0.197 5.908
H -6.972 2.202 4.261
H -3.079 1.061 2.828
H -4.053 3.673 2.675
H -5.790 3.808 2.821
H -4.955 2.924 1.454
C 1.097 -5.887 -0.021
C 0.046 -5.014 -0.528
O 0.071 -3.772 -0.374
N -1.003 -5.593 -1.130
H -2.961 -4.013 1.202
H -1.798 -4.971 -1.152
C -1.421 -7.053 -1.098
H 0.563 -6.577 0.639
H 1.822 -5.346 0.623
H 1.689 -6.360 -0.920
H -1.473 -7.403 -0.064
H -0.774 -7.670 -1.670
H -2.434 -7.165 -1.496
C -4.650 -4.203 -3.108
C -3.882 -3.320 -2.182
O -3.358 -3.776 -1.143
N -3.577 -2.092 -2.589
H 0.079 -3.122 1.418
H -2.788 -1.689 -2.080
C -4.224 -1.277 -3.511
H -4.164 -5.183 -2.881
H -4.521 -3.941 -4.132
H -5.689 -4.428 -3.009
H -5.284 -1.586 -3.722
H -3.733 -1.234 -4.456
H -4.210 -0.232 -3.110
O -2.607 -0.425 1.058
C -1.544 0.174 1.165
O -1.270 1.138 1.889
O -0.440 -0.460 0.571
H 1.025 -2.779 -0.883
O 2.223 -2.168 1.035
C 2.323 -1.429 -0.138
O 3.061 -0.527 -0.430
O 1.632 -1.958 -1.140
H 2.857 -1.888 1.687
O -0.160 -3.435 2.299
C -1.386 -3.979 2.282
O -2.130 -3.462 1.319
O -1.659 -4.660 3.224
H -0.751 -1.281 0.465